{
  "formula": "C34H94N8O9",
  "method": "the ωB97M-V functional and the def2-TZVPD basis",
  "e_lumo_ev": 0.26,
  "e_homo_ev": -9.12,
  "e_above_lowest_kcal_mol": 112.7,
  "smiles": "COC[C@H](C)N.COC[C@H](C)N.COC[C@H](C)N.COC[C@H](C)N.COC[C@H](C)N.COC[C@H](C)N.COC[C@H](C)N.COC[C@H](C)N.CCO",
  "fmax_ev_per_a": 2.48,
  "total_energy_ha": -2466.72404,
  "species": ["C", "O", "C", "C", "C", "N", "H", "H", "H", "H", "H", "H", "H", "H", "H", "H", "H", "C", "O", "C", "C", "C", "N", "H", "H", "H", "H", "H", "H", "H", "H", "H", "H", "H", "C", "O", "C", "C", "C", "N", "H", "H", "H", "H", "H", "H", "H", "H", "H", "H", "H", "C", "O", "C", "C", "C", "N", "H", "H", "H", "H", "H", "H", "H", "H", "H", "H", "H", "C", "O", "C", "C", "C", "N", "H", "H", "H", "H", "H", "H", "H", "H", "H", "H", "H", "C", "O", "C", "C", "C", "N", "H", "H", "H", "H", "H", "H", "H", "H", "H", "H", "H", "C", "O", "C", "C", "C", "N", "H", "H", "H", "H", "H", "H", "H", "H", "H", "H", "H", "C", "O", "C", "C", "C", "N", "H", "H", "H", "H", "H", "H", "H", "H", "H", "H", "H", "C", "C", "O", "H", "H", "H", "H", "H", "H"],
  "xyz": [[9.087496, -1.478893, 21.327016], [10.503793, -1.485068, 21.228632], [11.003803, -2.845515, 21.412146], [12.483521, -3.028479, 21.092300], [13.062427, -4.487523, 21.249339], [13.280734, -2.210272, 21.942629], [8.759977, -1.983194, 22.236143], [8.693300, -2.088506, 20.513951], [8.661778, -0.475463, 21.326447], [10.816093, -3.097269, 22.455938], [10.479923, -3.627207, 20.862053], [12.600608, -2.647833, 20.077647], [13.052809, -4.852259, 22.276452], [14.041207, -4.626086, 20.790111], [12.452329, -5.217311, 20.717080], [12.797461, -1.351292, 22.163313], [13.370861, -2.753361, 22.789398], [-11.527780, 1.966693, 23.900795], [-11.036584, 1.881703, 22.567159], [-11.630168, 0.814090, 21.777560], [-11.007559, -0.596498, 22.091420], [-9.471189, -0.500322, 21.881330], [-11.636037, -1.579348, 21.202278], [-11.482277, 0.999386, 24.401161], [-12.561902, 2.306783, 23.955903], [-10.992117, 2.715999, 24.483625], [-12.703425, 0.744831, 21.954796], [-11.408920, 1.094845, 20.747835], [-11.221626, -0.877102, 23.122696], [-9.125479, 0.316474, 22.514910], [-9.151512, -0.285908, 20.861558], [-8.964149, -1.362923, 22.313655], [-10.919442, -2.173055, 20.809712], [-12.022401, -1.087742, 20.409099], [-6.473656, 1.870328, 28.443641], [-5.508753, 0.923439, 28.183168], [-5.497572, -0.228320, 28.968992], [-4.362311, -1.079609, 28.451223], [-3.955580, -2.189693, 29.424914], [-3.170523, -0.253989, 28.265081], [-7.414698, 1.333104, 28.561712], [-6.667311, 2.487119, 27.566040], [-6.246828, 2.487602, 29.312909], [-5.264376, 0.180283, 29.952229], [-6.421464, -0.805273, 29.009553], [-4.735235, -1.478383, 27.507821], [-3.205935, -2.865934, 29.014020], [-4.852522, -2.769847, 29.641773], [-3.585385, -1.823225, 30.382388], [-3.452069, 0.399674, 28.981718], [-3.307920, 0.291344, 27.426131], [0.166367, 7.089614, 21.812664], [-1.256311, 6.939783, 21.811914], [-1.797769, 6.666082, 23.098761], [-3.341316, 6.546413, 23.039510], [-4.004343, 6.390225, 24.443548], [-3.685955, 5.305568, 22.301423], [0.591239, 7.938507, 22.348367], [0.477674, 7.167417, 20.770969], [0.682706, 6.226872, 22.233583], [-1.310715, 5.742167, 23.410649], [-1.664094, 7.495989, 23.792653], [-3.854299, 7.385442, 22.569440], [-3.724940, 5.524569, 25.044107], [-5.087830, 6.310831, 24.354877], [-3.728309, 7.230650, 25.080417], [-4.653532, 5.128112, 22.072489], [-3.210749, 5.330239, 21.410541], [1.514146, 0.741908, 21.168169], [0.335140, 0.164106, 21.697940], [-0.351375, 1.039263, 22.624501], [-1.759539, 0.541317, 22.991557], [-2.555728, 0.353843, 21.665227], [-2.525947, 1.517517, 23.797605], [1.841331, 0.289863, 20.231848], [2.359843, 0.571450, 21.834395], [1.480716, 1.821518, 21.021785], [0.195596, 1.184641, 23.556044], [-0.427224, 2.008512, 22.131661], [-1.622978, -0.418206, 23.490310], [-2.670978, 1.323892, 21.181671], [-3.561448, -0.028886, 21.838845], [-2.024759, -0.221646, 20.906947], [-3.412534, 1.084423, 24.013238], [-2.700533, 2.314076, 23.201689], [2.943757, -1.726305, 26.313951], [3.845927, -2.673993, 26.981596], [5.107499, -2.762545, 26.283269], [6.032516, -3.515693, 27.170914], [6.298667, -2.861227, 28.498558], [7.383068, -3.680828, 26.557321], [2.825368, -2.005809, 25.267074], [3.324751, -0.723268, 26.505933], [1.954210, -1.758200, 26.769879], [4.959580, -3.362788, 25.385533], [5.459482, -1.749943, 26.086187], [5.731248, -4.553468, 27.313580], [6.974837, -3.530035, 29.031085], [5.378529, -2.632221, 29.036129], [6.774066, -1.892135, 28.347069], [7.858920, -2.810500, 26.367078], [7.946015, -4.147324, 27.254141], [2.157026, -6.404079, 22.901816], [2.425202, -5.959719, 21.574997], [1.334550, -5.229919, 21.030441], [1.435247, -5.134695, 19.512729], [0.269082, -4.205918, 18.967147], [1.520809, -6.466840, 18.886940], [2.982413, -7.032203, 23.236938], [1.213401, -6.949530, 22.889629], [2.086029, -5.535017, 23.555873], [0.355518, -5.672412, 21.214214], [1.420462, -4.326441, 21.634135], [2.341728, -4.588696, 19.251417], [-0.724374, -4.484328, 19.318786], [0.280378, -4.016656, 17.893760], [0.441580, -3.273686, 19.505005], [2.370140, -6.882420, 19.241947], [0.742321, -7.037580, 19.184097], [6.710332, 4.798766, 30.383198], [5.732130, 5.481092, 29.528282], [5.034218, 4.513071, 28.733817], [4.269660, 5.212177, 27.676896], [3.303534, 4.312839, 26.924288], [5.149225, 5.867985, 26.726948], [7.474392, 4.285690, 29.799177], [6.199521, 4.040716, 30.976941], [7.096279, 5.538799, 31.084264], [5.784369, 3.860157, 28.287625], [4.397833, 3.806182, 29.266194], [3.685886, 5.977719, 28.188030], [3.839092, 3.523046, 26.397499], [2.637114, 4.791720, 26.206886], [2.650572, 3.972606, 27.728009], [5.900701, 6.319240, 27.228697], [5.758744, 5.297989, 26.157996], [-2.386525, 1.062630, 16.128065], [-3.882386, 1.246879, 16.283357], [-4.589146, 0.734549, 15.177225], [-2.048959, 0.201210, 15.551783], [-1.907819, 0.965590, 17.102506], [-1.853002, 1.858214, 15.607988], [-4.128473, 2.307245, 16.339549], [-4.175566, 0.755713, 17.211201], [-4.684709, -0.220155, 15.208920]],
  "atomic_forces_ev_per_a": [[0.172, -0.790, -0.003], [0.664, -1.096, -0.222], [-0.404, -0.408, 0.488], [0.032, -0.242, -0.294], [-1.426, 0.192, -1.007], [0.950, 0.468, 0.770], [0.008, 0.038, 0.360], [-0.328, 0.226, -0.269], [0.443, 0.026, -0.206], [0.120, -0.074, 0.390], [-0.668, 0.399, -0.585], [0.159, -0.364, -0.354], [0.194, 0.385, 0.187], [0.132, 0.547, 0.335], [-0.330, 0.052, -0.141], [0.016, 0.199, 0.059], [0.256, 0.434, 0.498], [-0.302, -0.163, -0.153], [-0.566, -0.479, -0.032], [0.938, -0.185, 1.373], [0.800, 1.082, -1.128], [-0.522, 0.255, 1.344], [-0.075, 0.165, 0.056], [0.157, -0.041, 0.159], [-0.348, -0.100, -0.379], [0.508, -0.169, -0.337], [-0.208, 0.234, -0.114], [-0.113, -0.142, -0.058], [0.074, 0.100, 0.092], [0.092, 0.248, -0.131], [-0.232, -0.219, -0.067], [-0.019, -0.338, -0.453], [0.036, -0.234, 0.049], [-0.216, -0.012, -0.220], [-1.391, -0.252, -0.080], [0.481, -0.074, -1.903], [0.419, 0.507, 0.835], [0.596, -0.974, 0.146], [-1.103, -0.357, -0.182], [-0.506, 0.126, 0.033], [-0.439, 0.210, 0.556], [0.578, 0.167, -0.019], [-0.030, 0.062, 0.158], [-0.016, -0.671, 0.858], [-0.410, 0.232, -0.162], [0.338, -0.336, -0.173], [-0.040, 0.216, -0.162], [-0.024, -0.346, 0.186], [0.055, 0.341, -0.128], [1.382, 0.975, 0.286], [0.129, 0.178, -0.272], [-0.124, -0.437, -0.410], [0.417, 0.626, 0.167], [-1.066, 0.414, -0.472], [-0.967, -2.221, 0.527], [0.711, 0.383, 0.040], [0.948, -0.211, -0.399], [-0.607, 0.426, 0.178], [-0.138, 0.046, 0.023], [-0.199, -0.420, 0.096], [-0.352, -0.107, 0.689], [0.740, 0.090, 0.153], [0.633, 0.535, -0.062], [0.452, -0.342, -0.540], [-0.011, 0.339, -0.157], [-0.332, 0.330, -0.055], [-0.262, 0.504, 0.410], [0.181, -0.060, -0.191], [0.707, -0.113, 0.501], [-0.547, 0.441, 0.282], [0.020, 0.154, -0.113], [-0.561, 0.068, -2.079], [0.569, -0.081, -0.078], [1.364, -0.674, 0.349], [-0.670, -0.243, -0.116], [0.100, -0.005, 0.398], [-0.488, 0.146, -0.060], [0.403, -0.096, 0.040], [-0.154, 0.327, 0.023], [-0.326, 0.073, 0.310], [-0.069, 0.330, 0.189], [0.080, -0.213, 0.024], [-0.070, -0.468, 0.230], [-0.157, 0.149, 0.070], [-0.231, 0.279, 0.043], [0.737, -1.005, 1.034], [-0.621, 0.844, -0.889], [-1.498, -0.426, 0.488], [2.379, -0.116, 0.294], [-0.867, 0.402, 0.408], [-0.477, -0.502, -0.805], [0.213, 0.343, -0.159], [0.105, 0.159, -0.565], [0.159, -0.379, 0.228], [0.087, 0.380, -0.464], [0.278, 0.065, -0.278], [-0.637, 0.134, 0.007], [-0.175, 0.289, 0.482], [0.037, -0.374, 0.343], [0.280, 0.005, -0.092], [-0.211, 0.347, 0.058], [0.200, -0.156, -0.111], [0.112, 0.408, -0.786], [0.011, -1.180, -0.299], [0.561, 0.221, 0.543], [-0.663, 0.800, -0.727], [0.956, -0.411, 1.315], [-0.018, 1.026, 0.033], [-0.101, 0.001, -0.140], [-0.035, -0.181, 0.349], [-0.151, 0.050, 0.296], [-0.132, -0.479, 0.473], [-0.737, 0.902, -0.697], [0.228, -0.192, -0.025], [-0.066, -0.518, -0.276], [0.116, -0.291, 0.134], [0.021, 0.379, -0.286], [0.011, -0.338, 0.031], [-0.113, -0.167, 0.075], [-1.432, 0.625, -0.318], [0.482, -1.379, 0.687], [0.965, -0.634, 0.381], [-0.081, 0.498, -1.534], [-0.267, -0.019, 0.866], [0.976, 1.333, -0.195], [0.183, 0.290, -0.122], [-0.125, -0.121, 0.064], [0.226, -0.012, -0.345], [0.251, -0.152, -0.415], [-0.238, 0.315, 0.852], [-0.029, 0.297, -0.105], [-0.139, -0.291, 0.229], [0.406, 0.457, 0.023], [-0.187, -0.876, -0.321], [-0.242, 0.810, 0.601], [-0.756, -1.149, -0.356], [1.278, 0.162, 0.047], [0.545, -0.450, -0.201], [-0.644, 0.226, -0.542], [-0.649, -0.455, 0.099], [0.021, 0.080, 0.129], [-0.374, 0.442, 0.048], [-0.076, -0.074, 0.098], [-0.313, 0.056, 0.092], [0.216, 0.010, 0.244]]
}